(1)
{"formula": "C5H10N2", "method": "ωB97M-V/def2-TZVPD", "gap_ev": 9.3, "relative_energy_ev": 5.469, "e_homo_ev": -8.105, "smiles": "C[C@H]1N[C@H]1C1=CN1.[H][H]", "e_tot_ev": -8321.86418, "molar_mass_g_mol": 98.1, "e_lumo_ev": 1.19, "species": ["C", "C", "N", "C", "C", "C", "N", "H", "H", "H", "H", "H", "H", "H", "H", "H", "H"], "positions_angstrom": [[0.9101, -0.3372, 1.7395], [1.6070, 0.0563, 0.4609], [1.7391, -0.8528, -0.6693], [0.9147, 0.3639, -0.8254], [-0.4988, 0.1137, -1.0590], [-1.5702, 0.0386, -1.7500], [-1.6487, -0.5321, -0.3632], [1.5031, -1.0900, 2.2726], [-0.0934, -0.7316, 1.5618], [0.8132, 0.5349, 2.3944], [2.5317, 0.6127, 0.6170], [1.1060, -1.6442, -0.5465], [1.3430, 1.1254, -1.4734], [-2.1598, 0.1206, -2.6410], [-1.5389, -1.5525, -0.3814], [-1.4574, 2.1064, 0.1876], [-1.9307, 1.9163, -0.3514]]}

***

(2)
{"formula": "H22HeO11", "method": "ωB97M-V/def2-TZVPD", "gap_ev": 9.4, "relative_energy_ev": 1.150, "e_homo_ev": -9.743, "e_tot_ev": -22958.93906, "molar_mass_g_mol": 202.2, "e_lumo_ev": -0.38, "species": ["He", "O", "H", "H", "O", "H", "H", "O", "H", "H", "O", "H", "H", "O", "H", "H", "O", "H", "H", "O", "H", "H", "O", "H", "H", "O", "H", "H", "O", "H", "H", "O", "H", "H"], "positions_angstrom": [[0.4484, -0.3696, -0.0191], [0.5230, -3.3580, -0.6884], [-0.1762, -2.8754, -0.2474], [1.2598, -2.7474, -0.7091], [-1.0209, 0.8457, 2.2637], [-1.7460, 0.2879, 2.5454], [-1.1535, 1.6681, 2.7354], [-1.6191, -2.0075, 0.8280], [-2.2325, -1.9107, 0.0996], [-2.1614, -1.9198, 1.6118], [3.1113, -2.5357, -0.7704], [3.2866, -2.4142, 0.1627], [3.7917, -3.1407, -1.0656], [-1.1081, 0.5564, -3.2357], [-1.4177, 0.7432, -2.3494], [-1.2551, 1.3702, -3.7177], [0.3799, 3.3044, 0.8934], [-0.2562, 3.5265, 1.5733], [1.1518, 3.8289, 1.1063], [-1.3643, 1.2043, -0.5363], [-0.8404, 1.9974, -0.4237], [-1.1603, 0.6708, 0.2318], [1.6197, 1.1394, -2.6169], [0.7041, 0.8612, -2.6358], [1.8275, 1.3429, -3.5289], [2.3916, 1.0439, 1.4146], [2.9282, 0.8828, 0.6385], [1.8658, 1.8110, 1.1878], [1.4053, -1.4346, 2.1453], [1.7334, -0.6073, 1.7928], [0.5718, -1.5733, 1.6957], [-3.7217, -0.4066, -0.2799], [-3.3490, 0.4570, -0.4577], [-4.4177, -0.2413, 0.3560]]}

***

(3)
{"formula": "C4H10N3", "method": "ωB97M-V/def2-TZVPD", "gap_ev": 10.1, "relative_energy_ev": 3.771, "e_homo_ev": -14.969, "smiles": "[H]/N=N/[N+](C)=C(C)C", "e_tot_ev": -8770.82790, "molar_mass_g_mol": 100.1, "total_charge": 1, "e_lumo_ev": -4.85, "species": ["H", "N", "N", "N", "C", "C", "C", "C", "H", "H", "H", "H", "H", "H", "H", "H", "H"], "positions_angstrom": [[3.7863, -0.6780, 0.7339], [2.9731, -0.0555, 0.3705], [1.9289, -0.6876, 0.3113], [0.7778, 0.1991, 0.0083], [1.0413, 1.5755, -0.1726], [-0.3443, -0.4133, -0.1159], [-1.6757, 0.2968, 0.0277], [-0.4867, -1.8457, -0.2765], [0.8038, 2.1974, 0.7495], [2.1718, 1.6581, -0.4547], [0.4332, 2.0589, -0.9842], [-2.3740, -0.4617, 0.3193], [-1.7199, 1.0355, -0.8054], [-1.6533, 1.0023, 0.8908], [-0.7848, -2.1244, 0.6586], [-1.3945, -2.2082, -0.8693], [0.4494, -2.2681, -0.5957]]}

***

(4)
{"formula": "C16H11I2N5O2Re", "method": "ωB97M-V/def2-TZVPD", "gap_ev": [6.6, 4.7], "relative_energy_ev": 1.381, "e_homo_ev": [-14.763, -14.439], "e_tot_ev": -46626.42884, "multiplicity": 2, "molar_mass_g_mol": 745.3, "total_charge": 2, "e_lumo_ev": [-8.21, -9.74], "species": ["Re", "I", "C", "C", "C", "I", "C", "O", "C", "C", "N", "C", "C", "C", "C", "C", "C", "N", "C", "H", "H", "H", "H", "H", "H", "H", "H", "H", "H", "H", "O", "N", "C", "C", "N", "C", "N"], "positions_angstrom": [[1.3152, 0.1063, 0.2527], [-4.3871, 3.7397, -3.2767], [-2.8763, 3.0372, -2.0916], [-2.8302, 3.3695, -0.7372], [-1.8104, 2.8991, 0.0663], [-1.7517, 3.3556, 2.0706], [-0.8179, 2.0675, -0.5112], [0.1367, 1.5906, 0.2551], [-0.8437, 1.7441, -1.8947], [0.3055, 0.9978, -2.5119], [0.6747, -0.2592, -1.7767], [-0.3767, -1.3217, -1.8569], [-0.5927, -1.9791, -0.5223], [-1.4298, -3.0668, -0.3618], [-1.5895, -3.6181, 0.8989], [-0.9102, -3.0683, 1.9815], [-0.0973, -1.9822, 1.7728], [0.0638, -1.4512, 0.5343], [-1.8724, 2.2203, -2.6621], [-3.6015, 3.9975, -0.3126], [1.2040, 1.6205, -2.4981], [0.0793, 0.7582, -3.5519], [1.4993, -0.6127, -2.2609], [-0.0901, -2.0688, -2.5979], [-1.3086, -0.8663, -2.1966], [-1.9453, -3.4778, -1.2192], [-2.2382, -4.4725, 1.0385], [-1.0106, -3.4705, 2.9792], [0.4542, -1.5088, 2.5748], [-1.9087, 2.0011, -3.7219], [2.5714, -0.1949, 1.5870], [3.7826, 0.4239, 1.8597], [4.1925, 0.0853, 3.0267], [3.4211, -0.7960, 3.8629], [2.7181, -1.4752, 4.4629], [5.4379, 0.6209, 3.4843], [6.4327, 1.0552, 3.8538]]}

***

(5)
{"formula": "C2H7IN3", "method": "ωB97M-V/def2-TZVPD", "gap_ev": 9.1, "relative_energy_ev": 1.790, "e_homo_ev": -13.850, "e_tot_ev": -14749.66125, "molar_mass_g_mol": 200.0, "total_charge": 1, "e_lumo_ev": -4.73, "species": ["C", "C", "N", "N", "N", "I", "H", "H", "H", "H", "H", "H", "H"], "positions_angstrom": [[1.2276, -0.9314, -0.7337], [0.1396, 1.1865, 0.0659], [0.4349, 0.3646, -0.7404], [-0.5595, 1.9222, 0.7376], [1.5401, -1.5267, 0.4931], [-3.0504, -0.4234, -0.1583], [0.7223, -1.5043, -1.4305], [2.2632, -0.7019, -1.0726], [1.8372, -0.8857, 1.2313], [-1.5773, 1.9996, 0.5949], [-0.3054, 2.5415, 1.4685], [-3.6553, 0.1223, -1.4608], [0.9830, -2.1632, 1.0050]]}

***

(6)
{"formula": "C36H76F3N3O7P", "method": "ωB97M-V/def2-TZVPD", "gap_ev": 7.4, "relative_energy_ev": 5.294, "e_homo_ev": -5.221, "e_tot_ev": -74800.97844, "molar_mass_g_mol": 751.0, "total_charge": -1, "e_lumo_ev": 2.15, "species": ["C", "N", "C", "C", "C", "C", "C", "O", "O", "P", "C", "N", "C", "C", "F", "C", "C", "F", "C", "O", "N", "O", "O", "C", "C", "C", "C", "F", "C", "C", "C", "C", "C", "C", "O", "C", "C", "O", "H", "H", "H", "H", "H", "H", "H", "H", "H", "H", "H", "H", "H", "H", "H", "H", "H", "H", "H", "H", "H", "H", "H", "H", "H", "H", "H", "H", "H", "H", "H", "H", "H", "H", "H", "H", "H", "H", "H", "H", "H", "H", "H", "H", "H", "H", "H", "H", "C", "C", "C", "C", "C", "C", "H", "H", "H", "H", "H", "H", "H", "H", "H", "H", "H", "H", "H", "H", "C", "C", "C", "C", "C", "C", "H", "H", "H", "H", "H", "H", "H", "H", "H", "H", "H", "H", "H", "H"], "positions_angstrom": [[3.9912, 2.9012, 2.4450], [3.5379, 1.4795, 2.4206], [2.5370, 1.1791, 1.3604], [2.9454, 0.0105, 0.3346], [4.4096, 0.3419, -0.2200], [4.6752, 1.7990, -0.7877], [6.2614, 2.1221, -0.5754], [6.9536, 2.1796, -1.8599], [3.1200, -1.1115, 1.2675], [2.3745, -2.6250, 0.8119], [4.0802, -2.9988, 0.0229], [5.2756, -2.5333, 0.8500], [1.4666, -4.2056, 0.1276], [1.8866, -4.6544, -1.3316], [0.6877, -5.1890, -1.9898], [0.7526, -2.4088, 1.7996], [0.7490, -1.3848, 3.0070], [0.0064, -2.0000, 4.1219], [3.0216, -3.6728, 2.2936], [3.5909, -2.8818, 3.3985], [3.6960, -3.6727, 4.5141], [3.2521, -3.0238, 5.4285], [1.6363, -1.8760, -0.6081], [1.8205, -0.4576, -0.7684], [2.0715, -0.1102, -2.3110], [2.3744, -1.3987, -3.2458], [1.0743, -2.2120, -3.6677], [0.2756, -1.5182, -4.6680], [0.3898, 0.2300, -0.4787], [-0.8486, -0.4867, -1.2536], [-2.0969, 0.5539, -1.0659], [-3.4977, -0.0435, -1.5621], [-4.6622, 0.9140, -0.9244], [-4.1767, 2.4315, -0.7181], [-5.3098, 3.3544, -0.4684], [-4.8964, 4.7001, -0.5705], [-3.5219, 5.2949, -0.0444], [-5.7045, 5.5144, -1.0904], [4.3937, 3.1546, 3.4859], [4.8980, 2.9876, 1.7339], [3.1715, 3.6486, 2.1482], [4.3015, 0.8021, 2.4802], [2.3003, 2.1002, 0.6992], [1.5451, 0.9770, 1.9115], [4.6749, -0.4023, -1.0637], [5.1439, 0.0807, 0.6287], [4.1254, 2.6595, -0.2990], [4.5185, 1.9190, -1.9241], [6.7828, 1.3569, 0.0847], [6.3374, 3.1769, -0.1232], [7.5639, 1.4079, -1.8838], [4.2264, -2.5172, -1.0055], [4.2892, -4.1283, -0.1380], [5.6660, -3.3126, 1.3945], [6.0041, -2.2658, 0.1751], [0.3312, -4.0082, 0.0964], [1.5899, -5.1134, 0.8197], [2.5864, -5.5672, -1.2295], [2.4361, -3.9024, -1.9717], [-0.0407, -2.0426, 1.0437], [0.3071, -3.3932, 2.2037], [1.7469, -1.0727, 3.4361], [0.1577, -0.4202, 2.7754], [2.2063, -4.3305, 2.7805], [3.8472, -4.4299, 1.9974], [2.9655, 0.5940, -2.4992], [1.1864, 0.4233, -2.8242], [3.2172, -2.0324, -2.8169], [2.7974, -0.9513, -4.2251], [0.3686, -2.4350, -2.7874], [1.3190, -3.2378, -4.1317], [0.4599, 1.3490, -0.7271], [0.1272, 0.0749, 0.6344], [-1.0742, -1.5247, -0.8494], [-0.6852, -0.5293, -2.3868], [-1.8001, 1.4641, -1.7083], [-2.0905, 0.8115, 0.0590], [-3.6588, -1.1434, -1.3308], [-3.5526, 0.1656, -2.6963], [-4.8481, 0.5017, 0.1383], [-5.6312, 0.8830, -1.5217], [-3.4831, 2.5637, 0.1925], [-3.6813, 2.8220, -1.6847], [-3.2769, 5.0398, 1.0409], [-3.6041, 6.4426, -0.0812], [-2.6241, 5.0460, -0.7191], [-0.3561, 4.1011, 2.8373], [-0.7465, 5.1708, 3.8471], [0.4315, 5.6657, 4.6886], [1.0977, 4.6039, 5.5686], [0.1701, 3.9030, 6.5621], [-0.4371, 4.8482, 7.5902], [0.0203, 3.2007, 3.3279], [-1.2253, 3.8128, 2.2393], [0.4140, 4.4712, 2.1548], [-1.5463, 4.7934, 4.4924], [-1.1676, 6.0252, 3.3055], [0.0926, 6.4978, 5.3147], [1.1919, 6.0854, 4.0198], [1.9155, 5.0795, 6.1225], [1.5678, 3.8461, 4.9331], [0.7463, 3.1375, 7.0917], [-0.6285, 3.3736, 6.0334], [0.3447, 5.3570, 8.1610], [-1.0600, 4.2902, 8.2948], [-1.0691, 5.6054, 7.1199], [-5.4969, -1.2101, -5.3483], [-5.5168, -2.1636, -4.1617], [-4.5569, -3.3450, -4.3180], [-4.8530, -4.2765, -5.4965], [-6.2498, -4.9000, -5.5017], [-6.5143, -5.7965, -4.2996], [-5.8247, -1.7011, -6.2675], [-6.1700, -0.3679, -5.1662], [-4.4923, -0.8096, -5.5091], [-6.5383, -2.5200, -3.9932], [-5.2348, -1.6062, -3.2625], [-4.5554, -3.9232, -3.3883], [-3.5376, -2.9591, -4.4315], [-4.1069, -5.0793, -5.4965], [-4.7079, -3.7332, -6.4363], [-6.3575, -5.4992, -6.4123], [-7.0172, -4.1214, -5.5551], [-5.7835, -6.6083, -4.2510], [-7.5100, -6.2430, -4.3731], [-6.4722, -5.2379, -3.3618]]}

***

no.,F_max (eV/Å)
1,0.9
2,0.9
3,3.4
4,0.5
5,6.4
6,4.4